No. 1
Here is a structure of composition C20H34N6OPtSi2 from OMol25. Energies are from wB97M-V/def2-TZVPD.

Element x y z (Å)
1 Pt 0.589701 -0.276736 -0.504740
2 C -0.787797 -1.694105 2.513879
3 Si 1.041278 -1.313743 2.409781
4 C 1.882155 -2.762368 1.557957
5 C 1.733018 -1.181071 4.153527
6 C 1.403449 0.243058 1.409277
7 C 2.807012 0.292577 0.915342
8 C 3.992566 0.488306 1.621089
9 C 5.190042 0.476127 0.926724
10 C 5.195632 0.271892 -0.448047
11 C 3.983904 0.079316 -1.085236
12 N 2.836468 0.091079 -0.412837
13 Si 0.817185 1.916479 2.031832
14 C 1.945665 2.552929 3.398912
15 C -0.913748 1.831655 2.742092
16 C 0.883950 3.165026 0.641526
17 H -0.920278 -2.606011 3.103342
18 H -1.200537 -1.877185 1.518827
19 H -1.369576 -0.904227 2.989076
20 H 1.785018 -3.666748 2.164252
21 H 2.948116 -2.577953 1.402227
22 H 1.432544 -2.968025 0.582141
23 H 1.588646 -2.125941 4.683891
24 H 1.229207 -0.399770 4.726666
25 H 2.803269 -0.963050 4.153732
26 H 3.966057 0.646297 2.690004
27 H 6.122600 0.626071 1.456038
28 H 6.116366 0.261551 -1.013387
29 H 3.916763 -0.084609 -2.153432
30 H 2.075200 1.827985 4.205086
31 H 1.519171 3.460562 3.834028
32 H 2.933499 2.813717 3.013008
33 H -0.933786 1.274294 3.681229
34 H -1.631083 1.375803 2.059243
35 H -1.257609 2.846927 2.955865
36 H 1.858208 3.143943 0.145586
37 H 0.730008 4.174392 1.031360
38 H 0.125461 2.974063 -0.118737
39 C -1.112706 -3.025021 -3.294555
40 N -2.050555 -1.939911 -3.077191
41 C -3.100008 -1.792853 -4.075914
42 C -3.734451 -0.422419 -3.982573
43 C -4.140379 -0.159792 -2.551157
44 N -2.995738 -0.348268 -1.664470
45 C -3.066136 0.338798 -0.388308
46 C -2.056599 -1.286781 -1.888246
47 O -1.179901 -1.571591 -1.026190
48 H -0.716844 -2.953815 -4.308228
49 H -1.601871 -3.997033 -3.178816
50 H -0.297471 -2.955467 -2.583719
51 H -3.852135 -2.580476 -3.942695
52 H -2.644825 -1.943521 -5.056295
53 H -4.605778 -0.364160 -4.634218
54 H -3.031088 0.347841 -4.301872
55 H -4.954563 -0.828122 -2.243804
56 H -4.477540 0.869304 -2.442920
57 H -3.170032 1.411273 -0.562743
58 H -2.163317 0.151300 0.183692
59 H -3.928489 -0.009289 0.187499
60 N -3.566421 2.980745 -3.279163
61 C -2.415054 2.906971 -3.171981
62 N -1.096358 2.891496 -3.072646
63 C -0.537228 1.876334 -2.532810
64 N 0.057734 0.971976 -2.091821

Cartesian forces (eV/Å) of the 6 atoms listed first:
0.048 0.062 0.052
-0.009 -0.015 -0.016
0.031 -0.011 -0.002
0.023 -0.018 0.021
-0.009 0.004 0.005
0.005 0.007 -0.013

Properties
Multiplicity   3
LUMO level (spin up / spin down)   0.4 / -1.0 eV
Total energy   -51282.6688 eV
Expectation value of S²   2.01
Relative energy (zero: lowest compared OMol25 entry of this formula, charge and spin)   0.00 kcal per mole
E_HOMO (spin up / spin down)   -7.5 / -8.5 eV

---

No. 2
Here is a cluster of 2 separate species, C20H35F3IN4O5S2 in total in a non-equilibrium geometry from OMol25. Energies are from wB97M-V/def2-TZVPD.

Element x y z (Å)
1 C 1.184560 3.477361 3.495560
2 C 1.601878 1.927251 3.350583
3 C 0.638778 0.894300 4.142087
4 N 2.664403 1.523063 2.624425
5 C 2.248501 0.902900 1.381570
6 C 1.983427 -0.591755 1.102756
7 C 2.213956 -1.676113 2.271777
8 C 3.812084 -2.035692 2.241155
9 C 4.112768 -3.594826 1.999201
10 N 3.608848 -3.996788 0.641787
11 N 1.528700 -0.860758 -0.270498
12 C 1.169770 -2.206148 -0.795799
13 C -0.175624 -2.262429 -1.653675
14 C -1.521723 -2.036508 -0.793762
15 C -1.916720 -3.456058 -0.095454
16 S -3.405219 -4.217465 -0.935781
17 O -2.979618 -4.757641 -2.275375
18 O -3.896145 -5.342113 -0.074173
19 O -4.563719 -3.016187 -1.201887
20 C 1.551645 0.442591 -0.878884
21 S 1.143022 0.835014 -2.622128
22 N 1.966603 1.459975 0.072024
23 C 2.117434 2.933627 -0.242479
24 C 3.704343 3.134754 -0.550147
25 C 4.011811 4.338182 -1.558927
26 I 3.042657 4.121294 -3.520527
27 H 0.981380 3.642756 4.621087
28 H 0.157879 3.576601 2.988596
29 H 1.972305 4.189477 3.090785
30 H 1.331326 0.218255 4.766174
31 H 0.096378 0.186589 3.415632
32 H -0.107268 1.424236 4.822002
33 H 1.563019 -2.602265 2.145343
34 H 2.018871 -1.258314 3.311314
35 H 4.338817 -1.640008 3.190492
36 H 4.308349 -1.466355 1.368284
37 H 5.259434 -3.721502 1.944179
38 H 3.746288 -4.282990 2.831747
39 H 2.600507 -4.187104 0.680810
40 H 3.818113 -3.259524 -0.045935
41 H 0.991933 -2.872710 0.130424
42 H 2.074229 -2.685030 -1.328306
43 H -0.197357 -1.585116 -2.567127
44 H -0.249075 -3.341431 -2.063006
45 H -1.449704 -1.196110 -0.028275
46 H -2.339363 -1.740406 -1.545858
47 H -2.084292 -3.322037 1.027770
48 H -1.050489 -4.187199 -0.227342
49 H -4.419213 -2.288124 -0.552811
50 H -0.062798 1.540916 -2.689692
51 H 1.788759 3.552576 0.661387
52 H 1.457076 3.216959 -1.125765
53 H 4.166275 2.156925 -0.951810
54 H 4.245645 3.339848 0.441045
55 H 3.838719 5.381524 -1.103066
56 H 5.142840 4.293592 -1.785423
57 C -6.662421 0.671298 -3.003925
58 C -5.365729 0.267579 -2.331109
59 O -4.376746 1.302353 -2.466237
60 C -4.466770 2.325746 -1.592973
61 O -5.305590 2.416427 -0.736783
62 C -3.329223 3.319210 -1.821184
63 F -3.146431 3.604081 -3.125569
64 F -2.146827 2.841846 -1.363926
65 F -3.533013 4.492611 -1.200748
66 H -6.484177 0.944245 -4.046591
67 H -7.385442 -0.145570 -2.969800
68 H -7.104003 1.544127 -2.517255
69 H -4.959441 -0.619975 -2.821686
70 H -5.519187 0.012167 -1.278295

Cartesian forces (eV/Å) of the 6 atoms listed first:
0.418 -1.435 1.376
-0.250 -0.012 -0.146
0.662 0.092 -0.489
-3.777 1.216 -2.446
-0.938 -5.652 -1.891
-0.163 1.800 1.599

Properties
LUMO level   -3.8 eV
Total energy   -75415.7022 eV
Relative energy (zero: lowest compared OMol25 entry of this formula, charge and spin)   138.05 kcal per mole
E_HOMO   -11.7 eV
Net charge   +1

---

No. 3
Here is a structure of composition C20H35N7RuS in a non-equilibrium geometry from OMol25. Energies are from wB97M-V/def2-TZVPD.

Element x y z (Å)
1 Ru 1.118954 -1.003724 -0.737174
2 C 0.245363 -2.204097 -4.758273
3 C 0.531086 -1.532389 -3.476893
4 N 0.466193 -2.078705 -2.294118
5 C 0.247559 -3.511648 -2.007120
6 C -0.337081 -3.652933 -0.604339
7 N 0.237468 -2.673330 0.394257
8 C 1.213702 -3.264290 1.363688
9 C 2.584543 -3.371346 0.736863
10 N 3.020257 -2.032563 0.274901
11 C 3.602530 -1.139819 1.319724
12 C 2.849934 0.200722 1.440499
13 N 2.273658 0.504322 0.129638
14 C 2.466109 1.577181 -0.571919
15 C 3.170039 2.804865 -0.130207
16 C 1.950951 1.467440 -1.971771
17 C 2.097866 2.381248 -3.002141
18 C 1.668525 2.022919 -4.278106
19 C 1.129074 0.756052 -4.515316
20 C 1.000013 -0.111392 -3.448317
21 N 1.390467 0.273018 -2.219732
22 H -0.061131 -3.238767 -4.646246
23 H 1.135476 -2.178162 -5.397535
24 H -0.535463 -1.660162 -5.300578
25 H 1.209029 -4.018864 -2.103259
26 H -0.435680 -3.975994 -2.716631
27 H -0.191124 -4.675998 -0.257712
28 H -1.410791 -3.476848 -0.649876
29 H -0.553187 -2.359364 0.949973
30 H 0.872094 -4.244636 1.697894
31 H 1.250467 -2.611184 2.237878
32 H 2.564742 -4.045130 -0.120386
33 H 3.288219 -3.790626 1.458334
34 H 3.703416 -2.145885 -0.468570
35 H 4.644565 -0.943959 1.073909
36 H 3.588161 -1.639850 2.287179
37 H 3.536056 0.967606 1.791054
38 H 2.035100 0.120237 2.162067
39 H 3.316745 2.847412 0.944372
40 H 2.607431 3.689109 -0.438299
41 H 4.151286 2.873924 -0.614161
42 H 2.559216 3.345714 -2.830917
43 H 1.777456 2.722041 -5.098610
44 H 0.832070 0.462369 -5.514054
45 C -2.936628 1.243118 5.166593
46 C -3.582403 1.451153 3.809232
47 N -2.666476 0.973592 2.738611
48 C -2.527299 1.412037 1.508128
49 S -1.070263 0.947464 0.605058
50 N -3.355214 2.196401 0.852810
51 C -4.761198 2.590590 1.132546
52 C -4.906383 4.103312 1.176160
53 H -3.585466 1.663728 5.932677
54 H -1.969038 1.742029 5.234285
55 H -2.809849 0.184187 5.399060
56 H -3.796982 2.506719 3.648811
57 H -4.520597 0.899192 3.746391
58 H -1.981532 0.301150 3.052414
59 H -2.991954 2.586796 -0.007941
60 H -5.114348 2.117866 2.041216
61 H -5.362622 2.183982 0.318597
62 H -4.373000 4.538948 2.021199
63 H -5.962623 4.350088 1.271102
64 H -4.537488 4.573138 0.263081

Cartesian forces (eV/Å) of the 6 atoms listed first:
0.707 -0.719 0.536
-0.024 -0.051 -0.094
-0.097 0.045 0.126
0.225 -0.207 -0.258
-0.092 -0.045 0.083
-0.024 0.023 -0.092

Properties
Multiplicity   5
LUMO level (spin up / spin down)   -12.9 / -14.9 eV
Total energy   -45115.5466 eV
Expectation value of S²   6.02
E_HOMO (spin up / spin down)   -20.8 / -20.6 eV
Net charge   +4